138
Properties=species:S:1:pos:R:3:forces:R:3:lowdin_charge:R:1 method="wB97M-V/def2-TZVPD" gap_ev=7.63 charge=+1 molar_mass_g_mol=1076.18 e_tot_ev=-137349.4766
C 6.011 -0.518 -0.379 -0.456 0.299 -0.538 -0.10
C 5.897 0.807 -1.152 0.747 -0.606 0.135 -0.26
C 5.546 0.543 -2.614 -0.382 0.712 -0.316 -0.18
C 4.092 0.055 -2.803 0.778 -0.316 1.116 -0.22
N 3.434 0.612 -3.985 -0.559 0.218 1.652 -0.19
C 2.259 -0.177 -4.399 0.028 -0.071 -0.226 -0.17
C 1.187 -0.347 -3.297 0.276 -0.160 -0.152 -0.17
C -0.246 -0.266 -3.830 -0.099 -0.561 -0.084 -0.19
C -1.270 -0.607 -2.731 0.678 0.557 -0.330 -0.13
C -1.132 0.295 -1.483 -0.203 -1.793 0.207 -0.23
C -1.057 -0.657 -0.273 -0.048 1.305 -0.077 -0.10
C -0.722 0.173 0.967 -0.684 0.095 0.625 -0.40
P 0.997 0.921 0.863 1.524 -1.880 -0.952 0.82
N 1.995 -0.200 0.399 -0.189 0.544 0.262 -0.23
C -0.755 -0.782 2.191 0.615 0.804 0.167 -0.49
F 0.100 -1.790 2.027 0.454 -0.604 -0.306 0.13
F -1.967 -1.350 2.282 -0.819 0.060 0.117 0.13
C -0.376 -0.091 3.554 -1.248 0.020 -0.945 -0.33
F 0.896 -0.373 3.811 0.483 -0.282 0.675 0.11
F -1.227 -0.570 4.499 0.654 0.126 0.221 0.10
C -1.858 1.214 1.172 0.382 0.190 -0.004 -0.11
C -2.173 2.058 -0.085 0.012 -0.482 0.454 -0.23
S -3.741 2.948 0.356 -1.047 -1.192 2.094 0.78
O -4.901 2.199 0.024 -0.274 -0.266 -1.913 -0.24
O -3.672 3.104 1.772 1.342 1.145 0.692 -0.25
C -3.759 4.672 -0.303 0.397 0.624 0.247 -0.49
F -2.476 5.056 -0.396 0.682 -0.060 0.175 0.13
F -4.284 4.773 -1.497 -0.591 -0.456 -0.820 0.16
C -4.466 5.718 0.627 -0.569 -0.326 -0.786 -0.42
F -3.792 5.932 1.722 0.546 -0.457 1.346 0.21
F -4.415 6.862 -0.056 -0.087 0.506 -0.877 0.18
C -5.969 5.462 0.918 -0.107 0.855 0.672 -0.60
F -6.175 4.491 1.773 0.180 -0.912 0.329 0.21
F -6.430 6.575 1.469 -0.147 0.638 0.291 0.20
F -6.665 5.245 -0.175 -0.051 -0.400 -0.873 0.21
N -2.311 1.257 -1.345 1.143 0.706 -0.511 0.01
C -2.221 2.217 -2.511 -0.739 0.276 -0.697 -0.03
C -3.368 2.154 -3.549 -0.782 0.369 -1.840 -0.61
N -3.436 3.506 -4.120 0.376 0.066 0.461 0.08
N -4.668 1.889 -2.977 0.491 -0.052 0.689 0.11
N -3.050 1.242 -4.695 -0.204 0.014 0.610 0.09
C 3.167 1.980 -3.906 0.491 0.632 -1.279 -1.07
S 3.001 2.829 -5.292 -0.172 0.095 0.104 0.69
S 2.934 2.894 -2.354 0.209 -0.670 0.482 0.82
C 4.400 3.966 -2.151 0.785 0.773 0.192 -0.44
C 4.725 4.330 -0.673 -0.444 -0.688 0.132 -0.29
C 3.532 4.243 0.286 0.528 0.596 0.233 -0.15
H 5.139 -1.139 -0.612 0.004 -0.019 0.417 0.06
H 6.095 -0.339 0.694 0.063 -0.251 -0.042 0.07
H 6.867 -1.077 -0.764 0.088 0.054 0.271 0.07
H 6.874 1.304 -1.088 -0.123 0.064 -0.133 0.11
H 5.185 1.492 -0.686 -0.233 -0.167 -0.105 0.08
H 5.685 1.484 -3.162 -0.030 -0.222 -0.153 0.09
H 6.218 -0.193 -3.064 0.143 0.160 0.098 0.12
H 3.565 0.285 -1.865 -0.228 0.014 -0.268 0.07
H 4.135 -1.037 -2.836 -0.378 0.070 -0.441 0.13
H 2.630 -1.167 -4.672 -0.039 0.124 -0.268 0.13
H 1.846 0.328 -5.273 0.015 -0.211 -0.037 0.09
H 1.412 0.359 -2.490 -0.185 0.007 -0.063 0.07
H 1.313 -1.348 -2.867 0.021 0.190 0.220 0.13
H -0.345 -1.072 -4.568 -0.021 0.230 -0.136 0.13
H -0.475 0.659 -4.364 0.106 0.038 0.159 0.09
H -2.295 -0.661 -3.103 0.046 0.195 0.040 0.10
H -1.013 -1.621 -2.420 -0.211 0.026 0.103 0.12
H -0.252 0.934 -1.538 -0.079 -0.017 -0.168 0.10
H -2.060 -1.066 -0.156 0.131 -0.209 0.130 0.11
H -0.366 -1.477 -0.456 0.260 0.285 0.017 0.13
H 1.394 1.472 2.104 -0.755 0.569 -0.204 0.04
H 0.946 1.908 -0.161 -0.517 0.420 0.693 0.00
H 2.746 -0.335 1.070 0.021 -0.232 -0.231 -0.01
H -0.464 0.998 3.515 -0.222 0.005 0.135 0.14
H -1.510 1.924 1.927 -0.397 0.116 -0.035 0.12
H -2.772 0.753 1.549 0.153 -0.182 -0.049 0.14
H -1.368 2.789 -0.177 -0.170 0.027 -0.514 0.14
H -3.178 0.668 -1.347 -0.143 0.156 0.249 0.13
H -1.293 2.099 -3.068 0.094 -0.377 0.333 0.13
H -2.202 3.244 -2.148 -0.227 -0.155 0.247 0.11
H -4.248 3.590 -4.724 0.067 -0.059 0.008 0.09
H -2.615 3.676 -4.695 -0.046 0.076 0.089 0.10
H -4.936 0.916 -3.026 -0.106 0.112 -0.075 0.07
H -5.388 2.506 -3.323 -0.023 -0.120 0.042 0.10
H -3.448 1.710 -5.502 0.156 -0.169 -0.116 0.08
H -3.600 0.389 -4.614 0.298 -0.108 0.035 0.07
H 5.290 3.484 -2.557 -0.287 -0.166 -0.207 0.07
H 4.280 4.908 -2.688 -0.352 -0.259 -0.249 0.07
H 5.510 3.668 -0.302 -0.058 -0.050 -0.041 0.09
H 5.148 5.335 -0.619 -0.105 0.014 -0.279 0.11
H 3.841 4.648 1.255 -0.129 -0.025 -0.064 0.08
H 3.235 3.211 0.460 -0.204 -0.080 -0.173 0.03
H 2.703 4.858 -0.076 -0.094 -0.237 0.067 0.07
C 0.721 2.098 9.071 0.014 -0.007 0.001 -0.01
C 0.927 1.496 7.702 0.255 -0.110 -0.159 -0.55
O 2.022 1.132 7.308 -0.040 0.038 0.018 0.04
N -0.168 1.368 6.899 -0.121 0.283 0.383 0.01
C -1.539 1.745 7.191 0.182 -0.261 -0.439 -0.07
H 1.674 2.136 9.589 0.036 -0.052 -0.108 0.08
H 0.330 3.113 8.983 -0.097 -0.041 0.088 0.09
H 0.030 1.487 9.653 -0.069 0.116 0.022 0.09
H 0.025 0.951 6.006 0.082 -0.114 0.042 0.10
H -2.176 0.861 7.124 -0.143 0.095 0.091 0.08
H -1.876 2.477 6.453 -0.161 0.058 0.126 0.08
H -1.632 2.175 8.182 0.061 -0.006 -0.007 0.07
C 1.339 -5.013 1.597 0.043 0.045 -0.076 -0.01
C 0.346 -5.855 0.835 -0.053 -0.031 -0.166 -0.56
O 0.210 -5.763 -0.377 0.032 0.041 0.006 0.01
N -0.406 -6.736 1.546 0.164 0.214 0.040 0.00
C -0.384 -6.984 2.978 -0.259 -0.214 -0.329 -0.07
H 1.865 -4.362 0.903 -0.061 -0.055 -0.072 0.08
H 0.824 -4.393 2.332 0.105 -0.068 0.102 0.07
H 2.069 -5.653 2.096 -0.026 0.086 0.133 0.08
H -1.048 -7.269 0.980 0.034 -0.018 0.025 0.14
H -0.133 -8.030 3.156 0.024 0.040 0.182 0.08
H -1.373 -6.783 3.392 0.075 -0.009 0.176 0.08
H 0.344 -6.355 3.479 0.004 0.019 -0.063 0.07
C 6.244 -5.063 -0.125 0.002 0.050 -0.021 -0.01
C 4.901 -4.945 -0.804 -0.182 0.069 -0.091 -0.56
O 4.510 -3.899 -1.299 0.075 0.180 -0.003 0.02
N 4.117 -6.052 -0.850 0.204 0.042 0.110 0.01
C 4.400 -7.374 -0.322 -0.389 0.169 -0.239 -0.07
H 6.750 -4.102 -0.166 -0.102 0.027 -0.054 0.08
H 6.116 -5.344 0.922 0.090 -0.103 -0.027 0.09
H 6.862 -5.804 -0.633 0.017 -0.057 0.125 0.09
H 3.233 -5.901 -1.315 -0.017 -0.041 0.051 0.14
H 4.370 -8.099 -1.137 0.075 -0.133 0.119 0.09
H 3.635 -7.638 0.411 0.100 -0.153 0.051 0.08
H 5.374 -7.415 0.152 -0.002 0.058 -0.019 0.07
C -6.361 -0.517 -0.880 0.136 0.114 -0.156 0.01
C -5.134 -1.381 -0.771 -0.133 -0.075 0.071 -0.48
O -3.987 -0.931 -0.927 -0.112 0.296 -0.250 -0.01
N -5.302 -2.679 -0.494 0.064 0.241 -0.053 0.04
C -6.549 -3.397 -0.276 0.310 -0.202 0.031 -0.05
H -6.065 0.504 -1.103 0.056 -0.036 0.101 0.04
H -7.006 -0.879 -1.682 -0.106 -0.062 0.121 0.10
H -6.908 -0.518 0.063 -0.098 -0.020 -0.066 0.10
H -4.438 -3.199 -0.435 -0.054 -0.055 0.012 0.15
H -6.535 -3.836 0.721 -0.139 -0.020 -0.016 0.09
H -6.632 -4.194 -1.014 -0.133 -0.011 0.039 0.09
H -7.407 -2.741 -0.363 0.054 0.047 -0.010 0.08